{"formula": "C3H6N4O", "method": "wB97M-V/def2-TZVPD", "species": ["C", "C", "C", "H", "H", "H", "H", "H", "H", "N", "N", "N", "N", "O"], "coordinates": [[-1.69018, 1.19916, -1.21795], [-0.93177, 0.18568, -0.38459], [1.22146, -0.17758, 0.32924], [-1.69583, 2.18600, -0.75151], [-2.71913, 0.86795, -1.39417], [-1.17153, 1.32039, -2.18561], [-1.01144, -0.76688, -0.88203], [-1.32002, 0.16838, 0.61879], [0.09559, -1.52717, 1.63456], [0.49950, 0.51747, -0.40900], [0.96000, -1.23382, 1.20039], [2.11755, -1.70788, 1.69714], [3.09787, -1.03297, 1.29136], [2.54793, 0.00127, 0.45338]], "energy_ha": -412.08845, "total_charge": 0, "smiles": "CC/N=c1\\[nH]nno1", "de_lowest_kcal_mol": 75.6}

{"formula": "C5H6N", "method": "wB97M-V/def2-TZVPD", "species": ["C", "C", "C", "C", "C", "N", "H", "H", "H", "H", "H", "H"], "coordinates": [[-2.81251, 2.30822, 0.61666], [-3.62262, 2.94089, 1.36053], [-1.94357, 1.75786, -0.18408], [-0.99464, 1.12496, -0.89722], [-0.27039, -0.18067, -0.57900], [0.26471, -0.13085, 0.82673], [-0.91765, 1.74127, -1.70381], [0.44077, -0.50665, -1.30856], [-0.96968, -0.94766, -0.68914], [0.84326, -0.96093, 0.91161], [-0.50248, -0.11282, 1.44953], [1.08319, 0.55958, 0.96476]], "energy_ha": -248.37129, "total_charge": 1, "de_lowest_kcal_mol": 153.4}